*a*
DFT (ωB97M-V with the def2-TZVPD basis set) results for a single C3H5FOS molecule.

Cartesian coordinates (Å):
O: 0.96 1.44 -0.56
C: 0.90 0.73 0.60
C: 0.93 -0.77 0.50
F: 1.05 -1.24 -0.77
C: -0.35 -0.12 0.90
S: -1.75 -0.05 -0.19
H: 1.19 0.79 -1.30
H: 1.33 1.23 1.49
H: 1.34 -1.43 1.24
H: -0.66 -0.07 1.95
H: -1.35 1.01 -0.89

The SMILES is O[C@@H]1[C@H](F)[C@@H]1S. The charge is 0. The value obtained for the frontier orbital gap is 0.35895 Ha.

Results of the Mulliken charge analysis, in e, for atoms 1 through 8: -0.54 -0.26 0.04 -0.29 -0.18 -0.25 0.37 0.31

---

*b*
DFT (ωB97M-V with the def2-TZVPD basis set) results for a single C3H5FOS molecule.

Cartesian coordinates (Å):
C: 0.46 -0.75 -1.65
O: 0.58 -0.39 -0.29
C: -0.40 0.19 0.33
S: -1.86 0.36 -0.34
C: -0.03 0.66 1.75
F: -0.76 1.78 2.13
H: 0.22 0.14 -2.27
H: -0.30 -1.46 -1.94
H: 1.39 -1.11 -1.96
H: -0.37 -0.20 2.39
H: 1.07 0.77 1.87

The SMILES is COC(=S)CF. The charge is 0. The value obtained for the frontier orbital gap is 0.34458 Ha.

Results of the Mulliken charge analysis, in e, for atoms 1 through 8: -0.80 -0.32 0.39 -0.27 -0.20 -0.25 0.36 0.36

---

Quick one: least stable of them? *a*

---

*a*
DFT (ωB97M-V with the def2-TZVPD basis set) results for 2 unconnected molecules or ions with the total composition C9H16N2O2.

Cartesian coordinates (Å):
O: -4.05 -0.90 -1.82
C: -3.48 -0.53 -0.83
C: -4.08 -0.24 0.48
C: -3.31 0.20 1.46
N: -1.97 0.46 1.28
C: -1.27 0.14 0.14
O: -0.08 0.40 0.01
N: -2.07 -0.40 -0.80
H: -5.15 -0.32 0.61
H: -3.67 0.41 2.48
H: -1.37 0.77 2.09
H: -1.65 -0.47 -1.69
C: 0.64 2.26 -0.70
C: 2.04 1.42 -0.46
C: 1.80 -0.04 -0.06
C: 2.89 -1.08 -0.24
C: 2.25 -2.40 0.37
H: 0.17 2.17 -1.83
H: -0.33 2.00 -0.01
H: 1.29 3.27 -0.56
H: 2.53 2.04 0.52
H: 2.70 1.55 -1.37
H: 1.63 -0.10 0.99
H: 0.95 -0.62 -0.51
H: 3.87 -0.53 0.09
H: 3.11 -1.27 -1.27
H: 1.29 -2.75 -0.11
H: 3.13 -3.21 0.26
H: 2.17 -2.24 1.49

The SMILES is O=c1cc[nH]c(=O)[nH]1.CCCCC. The charge is 0. The value obtained for the frontier orbital gap is 0.32646 Ha.

Results of the Mulliken charge analysis, in e, for atoms 1 through 8: -0.60 0.55 -0.60 -0.14 -0.02 0.24 -0.50 -0.03

---

*b*
DFT (ωB97M-V with the def2-TZVPD basis set) results for a molecular structure, C9H16N2O2.

Cartesian coordinates (Å):
C: 0.25 0.42 -0.76
C: -0.92 -0.44 -0.04
C: -2.16 -0.21 -0.85
C: -3.25 0.01 0.35
C: -4.83 0.13 -0.17
C: 3.23 1.30 -0.22
C: 2.65 1.15 1.12
C: 2.44 -0.16 1.60
C: 3.50 -1.24 -0.36
H: 0.36 0.37 -1.94
H: 0.29 1.56 -0.51
H: 1.18 0.09 -0.24
H: -0.90 0.04 0.94
H: -0.72 -1.51 -0.03
H: -2.19 0.69 -1.20
H: -2.46 -1.03 -1.66
H: -2.76 0.82 1.10
H: -3.45 -1.05 1.01
H: -4.99 -0.35 -1.15
H: -5.60 -0.60 0.50
H: -5.24 1.13 -0.30
H: 4.55 0.25 -1.41
H: 2.49 2.04 1.83
H: 1.82 -0.40 2.56
H: 2.74 -2.22 1.47
N: 3.35 0.07 -0.91
N: 2.69 -1.29 0.79
O: 3.69 2.45 -0.60
O: 4.23 -2.04 -0.91

The charge is 0. The value obtained for the frontier orbital gap is 0.34485 Ha.

Results of the Mulliken charge analysis, in e, for atoms 1 through 8: -1.84 -0.36 -0.62 -0.35 -1.00 0.52 -0.35 -0.18

---

*c*
DFT (ωB97M-V with the def2-TZVPD basis set) results for 2 unconnected molecules or ions with the total composition C9H16N2O2.

Cartesian coordinates (Å):
O: 1.73 2.40 -0.87
C: 2.04 1.26 -0.32
C: 2.42 1.00 1.00
C: 2.58 -0.21 1.41
N: 2.47 -1.28 0.72
C: 1.78 -1.20 -0.46
O: 1.22 -2.14 -1.19
N: 1.72 0.10 -0.97
H: 2.93 1.97 1.37
H: 3.02 -0.39 2.43
H: 2.23 -2.04 1.34
H: 1.04 0.07 -1.71
C: -3.34 1.19 0.82
C: -2.75 -0.03 0.11
C: -4.09 -0.82 0.10
C: -1.41 -0.56 0.90
C: -2.14 0.34 -1.32
H: -4.12 1.74 0.24
H: -3.57 0.95 1.85
H: -2.58 2.00 0.88
H: -4.19 -1.91 -0.49
H: -4.19 -0.84 1.28
H: -4.75 -0.07 -0.21
H: -0.90 -1.26 0.19
H: -1.73 -1.39 1.77
H: -0.92 0.39 1.24
H: -0.97 0.83 -1.47
H: -2.01 -0.67 -1.86
H: -2.77 0.90 -2.07

The SMILES is O=c1cc[nH]c(=O)[nH]1.CC(C)(C)C. The charge is 0. The value obtained for the frontier orbital gap is 0.37283 Ha.

Results of the Mulliken charge analysis, in e, for atoms 1 through 8: -0.69 0.74 -0.70 0.06 -0.07 0.20 -0.63 -0.05

---

*d*
DFT (ωB97M-V with the def2-TZVPD basis set) results for a molecular structure, C9H16N2O2.

Cartesian coordinates (Å):
C: 4.09 0.29 -0.36
C: 3.41 1.50 0.24
C: 2.29 1.20 0.96
C: 2.06 -1.00 -0.01
C: -0.83 -2.36 0.09
C: -2.14 -1.54 0.25
C: -1.97 -0.20 -0.26
C: -2.93 1.07 -0.06
C: -2.41 2.37 -0.77
H: 3.58 -1.47 -1.37
H: 4.12 2.25 0.84
H: 1.68 1.76 1.81
H: 0.64 -0.04 1.10
H: -0.75 -2.45 -0.93
H: -0.03 -1.96 0.60
H: -0.88 -3.35 0.58
H: -2.50 -1.50 1.33
H: -2.99 -2.10 -0.43
H: -0.93 0.04 0.13
H: -1.53 -0.26 -1.34
H: -2.92 1.21 1.00
H: -4.04 0.71 -0.34
H: -2.43 2.57 -1.77
H: -2.85 3.47 -0.10
H: -1.21 2.30 -0.52
N: 3.19 -0.80 -0.65
N: 1.65 0.00 0.75
O: 5.30 0.24 -0.52
O: 1.31 -1.95 -0.24

The charge is 0. The value obtained for the frontier orbital gap is 0.34956 Ha.

Results of the Mulliken charge analysis, in e, for atoms 1 through 8: 0.43 -0.65 0.08 0.55 -1.17 -0.09 0.42 -0.25

---

Quick one: least stable of them? *a*

---

*a*
DFT (ωB97M-V with the def2-TZVPD basis set) results for 3 unconnected molecules or ions with the total composition C4H15NO2S.

Cartesian coordinates (Å):
C: -0.63 1.58 3.10
N: 0.25 1.16 2.05
C: -0.55 0.72 0.76
C: -0.18 1.67 -0.41
C: -1.08 1.36 -1.61
S: -1.42 2.66 -2.89
H: -0.55 2.59 3.52
H: -0.69 0.84 4.01
H: -1.72 1.86 2.78
H: 0.99 1.93 1.86
H: -1.57 0.76 1.21
H: -0.19 -0.28 0.38
H: 0.90 1.67 -0.80
H: -0.33 2.75 -0.18
H: -2.25 1.42 -1.22
H: -0.89 0.32 -2.04
H: -0.24 3.06 -3.11
O: 1.01 -3.84 0.17
H: 1.85 -3.89 -0.27
H: 1.04 -3.19 0.88
O: 2.47 -5.19 -2.67
H: 1.66 -5.60 -2.25
H: 2.10 -4.39 -3.27

The SMILES is CNCCCS.O.O. The charge is 0. The value obtained for the frontier orbital gap is 0.34549 Ha.

Results of the Mulliken charge analysis, in e, for atoms 1 through 8: -0.82 -0.35 -0.30 -0.49 -0.64 -0.20 0.32 0.22

---

*b*
DFT (ωB97M-V with the def2-TZVPD basis set) results for 3 unconnected molecules or ions with the total composition C4H15NO2S.

Cartesian coordinates (Å):
C: 0.04 -0.67 2.60
S: 0.54 -1.28 0.91
C: -1.03 -1.46 -0.17
C: -0.71 -1.26 -1.62
C: -0.51 0.15 -2.20
N: -1.56 1.17 -1.91
H: -0.62 -1.47 3.05
H: -0.58 0.26 2.66
H: 1.03 -0.43 2.98
H: -1.81 -0.71 0.14
H: -1.33 -2.41 0.09
H: -1.54 -1.81 -2.17
H: 0.11 -1.83 -1.90
H: 0.55 0.47 -1.99
H: -0.25 0.03 -3.28
H: -2.41 0.89 -2.09
H: -1.54 1.52 -0.97
O: 2.73 1.22 -0.37
H: 2.95 1.74 0.32
H: 2.02 0.65 -0.03
O: -0.33 2.49 1.23
H: 0.38 1.99 1.53
H: -0.58 2.99 1.97

The SMILES is CSCCCN.O.O. The charge is 0. The value obtained for the frontier orbital gap is 0.34396 Ha.

Results of the Mulliken charge analysis, in e, for atoms 1 through 8: -0.83 -0.11 -0.60 -0.78 -0.28 -0.54 0.31 0.22

---

*c*
DFT (ωB97M-V with the def2-TZVPD basis set) results for 3 unconnected molecules or ions with the total composition C4H15NO2S.

Cartesian coordinates (Å):
C: 1.43 1.23 -0.61
N: 2.04 0.17 0.27
C: 1.12 -0.99 0.37
C: 1.02 -2.17 -0.69
C: 0.19 -1.89 -1.90
S: -1.56 -1.59 -1.35
H: 0.35 1.40 -0.37
H: 1.78 1.46 -1.58
H: 1.74 2.23 0.01
H: 2.90 -0.13 0.01
H: 0.21 -0.40 0.54
H: 1.60 -1.66 1.27
H: 0.65 -3.04 -0.18
H: 2.04 -2.24 -1.17
H: 0.14 -2.96 -2.59
H: 0.60 -1.08 -2.58
H: -1.35 -0.56 -0.44
O: -0.13 1.86 2.44
H: 0.03 2.21 3.25
H: 0.67 1.44 2.22
O: -2.27 3.60 1.77
H: -1.43 3.12 1.95
H: -2.65 3.72 2.59

The SMILES is CNCCCS.O.O. The charge is 0. The value obtained for the frontier orbital gap is 0.35368 Ha.

Results of the Mulliken charge analysis, in e, for atoms 1 through 8: -0.90 -0.28 -0.37 -0.47 -0.59 -0.22 0.28 0.35

---

Quick one: least stable of them? *c*

---

*a*
DFT (ωB97M-V with the def2-TZVPD basis set) results for a single C2H3FS2 molecule.

Cartesian coordinates (Å):
F: 1.31 2.29 -1.10
C: 1.25 0.94 -0.99
C: 0.62 0.40 0.02
S: 0.42 -1.68 0.23
S: -0.88 -1.84 1.75
H: 1.77 0.44 -1.78
H: 0.10 0.87 0.83
H: -2.01 -1.99 1.03

The SMILES is F/C=C/SS. The charge is 0. The value obtained for the frontier orbital gap is 0.35645 Ha.

Mulliken analysis output, partial charges in e: -0.23 -0.01 -0.31 -0.07 -0.19 0.29 0.35 0.18

---

*b*
DFT (ωB97M-V with the def2-TZVPD basis set) results for a single C2H3FS2 molecule.

Cartesian coordinates (Å):
F: 1.15 -2.31 -1.71
C: 1.16 -1.46 -0.71
C: 0.11 -0.66 -0.53
S: 0.09 0.41 0.84
S: -1.43 1.77 0.29
H: 2.16 -1.53 -0.17
H: -0.79 -0.62 -1.04
H: -2.01 1.77 1.50

The SMILES is F/C=C/SS. The charge is 0. The value obtained for the frontier orbital gap is 0.31355 Ha.

Mulliken analysis output, partial charges in e: -0.22 -0.16 -0.18 -0.08 -0.21 0.27 0.41 0.17

---

Quick one: least stable of them? *a*